[1]
Density functional theory data (the ωB97M-V functional and the def2-TZVPD basis) for C28H24I2N3O3Ti as an isolated structure.

Calculated values
* 2S+1: 1
* HOMO energy: -10.93 eV
* charge: +1
* Kohn-Sham gap: 7.277 eV
* E_tot: -79353.5339 eV

Last column: Mulliken charge in e.
Atoms and positions in Å:
Ti (-0.08765, -0.61321, 1.01737)  0.30
I (-6.66803, -2.30436, -2.38264)  0.13
C (-5.06091, -1.76720, -1.18179)  -0.51
C (-5.13598, -1.94594, 0.19173)  -0.12
C (-4.05551, -1.59518, 0.98789)  -0.48
I (-4.14215, -1.90407, 3.04163)  0.05
C (-2.91006, -1.05892, 0.41657)  0.01
O (-1.84657, -0.74641, 1.19356)  -0.07
C (-2.83431, -0.87546, -0.96477)  0.80
C (-1.62595, -0.23792, -1.60042)  -0.85
N (-0.33932, -0.88514, -1.20494)  0.24
C (-0.19928, -2.26385, -1.70438)  -1.01
C (0.10925, -3.22299, -0.58945)  0.62
C (0.17905, -4.58669, -0.81662)  -1.02
C (0.46348, -5.43051, 0.23853)  -0.30
C (0.67458, -4.88857, 1.49939)  -0.87
C (0.59442, -3.52557, 1.65328)  -0.27
N (0.31381, -2.69563, 0.62588)  0.42
C (-3.91563, -1.23928, -1.75697)  -0.75
H (-6.02478, -2.36253, 0.64432)  0.38
H (-1.54602, 0.80913, -1.30723)  0.32
H (-1.73292, -0.27475, -2.68635)  0.51
H (0.41495, -0.31680, -1.58291)  0.00
H (0.59461, -2.31284, -2.45185)  0.49
H (-1.12251, -2.57596, -2.19539)  0.44
H (0.00685, -4.97350, -1.81235)  0.51
H (0.51909, -6.49983, 0.08307)  0.43
H (0.89993, -5.51155, 2.35256)  0.46
H (0.76496, -3.05287, 2.60966)  0.49
H (-3.86178, -1.09855, -2.82930)  0.44
N (0.21837, 1.13216, 0.55956)  -0.04
C (1.02508, 1.94288, -0.00296)  0.16
C (0.83502, 3.40634, 0.09775)  0.53
C (-0.44341, 3.92116, 0.31157)  -0.30
C (-0.62918, 5.28689, 0.43481)  -0.80
C (0.46396, 6.14375, 0.36838)  -0.43
C (1.74099, 5.63572, 0.17164)  -0.85
C (1.92694, 4.27043, 0.02682)  -0.29
C (2.14021, 1.39840, -0.82404)  0.04
C (2.45422, 1.94960, -2.06440)  -0.18
C (3.41383, 1.34849, -2.86846)  -0.94
C (4.07757, 0.20960, -2.43142)  -0.53
C (3.78472, -0.33180, -1.18392)  -0.82
C (2.81406, 0.25615, -0.38771)  0.26
H (-1.28317, 3.24101, 0.37688)  0.42
H (-1.62281, 5.68641, 0.58634)  0.43
H (0.31975, 7.21108, 0.47279)  0.41
H (2.59148, 6.30287, 0.13224)  0.42
H (2.92373, 3.87369, -0.12130)  0.50
H (1.94062, 2.84122, -2.40340)  0.56
H (3.64837, 1.77571, -3.83437)  0.43
H (4.83413, -0.24813, -3.05514)  0.44
H (4.32519, -1.19807, -0.82520)  0.49
H (2.62774, -0.13596, 0.60977)  0.39
C (-0.01978, 0.89701, 4.04759)  -0.83
C (1.19421, 0.21671, 3.49657)  0.63
O (2.31896, 0.41667, 3.82202)  -0.52
O (0.91133, -0.70897, 2.49869)  -0.21
H (0.24433, 1.42903, 4.95611)  0.35
H (-0.81520, 0.17763, 4.24023)  0.31
H (-0.38689, 1.60927, 3.30447)  0.16

[2]
Density functional theory data (the ωB97M-V functional and the def2-TZVPD basis) for C28H25Cl2EuN9O2SSi as an isolated structure.

Calculated values
* 2S+1: 7
* HOMO energy (spin up / spin down): -4.77 / -4.76 eV
* charge: -1
* Kohn-Sham gap (spin up / spin down): 6.383 / 6.379 eV
* E_tot: -110038.8626 eV

Last column: Löwdin spin population.
Atoms and positions in Å:
Eu (-0.34828, 0.88595, -0.57482)  6.08
Cl (-2.98754, 4.17601, 5.53604)  0.00
C (-2.02154, 3.20142, 4.47276)  0.00
C (-2.50381, 2.90811, 3.20904)  0.00
C (-1.75977, 2.13719, 2.33381)  0.00
N (-2.21338, 1.91328, 1.02235)  0.00
C (-2.47539, 0.71504, 0.60224)  0.00
O (-2.70995, 0.47191, -0.62748)  -0.01
C (-2.30560, -0.50465, 1.47844)  0.00
C (-3.03196, -0.76368, 2.62730)  0.00
C (-2.76380, -1.93193, 3.32363)  0.00
C (-1.76828, -2.77546, 2.86189)  0.00
C (-1.07808, -2.41609, 1.71522)  0.00
N (-1.34827, -1.31853, 1.01859)  0.00
C (-0.48954, 1.66466, 2.71559)  0.00
C (-0.02082, 1.96139, 3.99089)  0.00
C (-0.77767, 2.72595, 4.86164)  0.00
Cl (-0.14206, 3.07588, 6.43744)  0.00
N (0.27716, 1.00184, 1.75773)  -0.01
C (0.95914, -0.09985, 2.11290)  0.00
O (0.88624, -0.71843, 3.17655)  0.00
C (1.87912, -0.58956, 0.99886)  0.00
C (2.89847, -1.53038, 1.44492)  0.00
C (3.22313, -2.65937, 0.77938)  0.00
C (2.73478, -3.06990, -0.52347)  0.00
C (2.50036, -2.22947, -1.54699)  0.00
N (1.68071, -0.20098, -0.20439)  -0.02
H (-3.46105, 3.29559, 2.88774)  0.00
H (-3.77959, -0.05837, 2.96445)  0.00
H (-3.31061, -2.17210, 4.22652)  0.00
H (-1.50488, -3.67954, 3.39254)  0.00
H (-0.26305, -3.02721, 1.33955)  0.00
H (0.94446, 1.59292, 4.30368)  0.00
H (3.23780, -1.40274, 2.46535)  0.00
H (3.84348, -3.38456, 1.30151)  0.00
H (2.59771, -4.14981, -0.63307)  0.00
H (2.10043, -2.68108, -2.45948)  0.00
N (-3.30410, 0.68950, -3.86302)  0.00
C (-3.32993, 2.06449, -3.88565)  0.00
C (-2.14823, 2.46663, -3.34232)  0.00
N (-1.40464, 1.37458, -2.98940)  0.00
C (-2.12569, 0.32014, -3.30568)  0.00
C (-1.70832, -1.02035, -2.97505)  0.00
N (-0.83747, -1.26251, -2.01980)  -0.01
C (-0.72176, -2.61999, -1.93665)  0.00
C (-1.53179, -3.21092, -2.85874)  0.00
N (-2.15242, -2.17780, -3.52345)  0.00
H (-4.09754, 0.09254, -4.01048)  0.00
H (-4.16785, 2.61716, -4.27147)  0.00
H (-1.77800, 3.46397, -3.17599)  0.00
H (-0.06236, -3.07181, -1.21569)  0.00
H (-1.70706, -4.24329, -3.10235)  0.00
H (-2.77868, -2.27327, -4.30135)  0.00
S (0.35471, 3.52670, -1.16574)  -0.01
C (-0.05369, 4.13267, 0.33330)  0.00
N (-0.31912, 4.64951, 1.33616)  0.00
C (3.71616, 1.35986, -0.69683)  0.00
Si (3.06552, -0.33452, -1.46038)  0.00
C (2.17115, 0.34369, -3.01337)  0.00
C (4.88935, -0.88990, -1.88262)  0.00
H (4.39034, 1.88036, -1.38505)  0.00
H (4.27123, 1.18336, 0.23288)  0.00
H (2.90118, 2.04536, -0.44768)  0.00
H (2.89514, 0.73033, -3.73424)  0.00
H (1.51102, 1.17985, -2.74645)  0.00
H (1.56278, -0.41434, -3.51450)  0.00
H (5.37335, -0.15700, -2.53766)  0.00
H (4.94600, -1.86931, -2.36532)  0.00
H (5.48263, -0.93910, -0.96428)  0.00

[3]
Density functional theory data (the ωB97M-V functional and the def2-TZVPD basis) for C28H25Cl5MoNO as an isolated structure.

Calculated values
* 2S+1: 3
* HOMO energy (spin up / spin down): -10.61 / -11.14 eV
* charge: +1
* Kohn-Sham gap (spin up / spin down): 6.347 / 7.309 eV
* E_tot: -97437.3444 eV

Last column: Löwdin spin population.
Atoms and positions in Å:
C (2.15478, -0.22150, 2.21899)  0.01
C (2.31414, -1.00371, 1.03596)  -0.01
C (2.02023, -0.19369, -0.09444)  0.01
H (2.81219, -1.96728, 0.98257)  0.00
C (1.74742, 1.15115, 0.37077)  0.00
C (1.84504, 1.11566, 1.80692)  0.02
H (1.82359, 2.02146, -0.25610)  0.00
C (-1.32294, -2.13717, 2.57353)  -0.03
C (-0.07064, -2.69022, 2.17874)  0.12
C (0.01225, -2.57973, 0.76283)  -0.04
H (0.62791, -3.22271, 2.80854)  0.01
C (-1.22274, -1.99746, 0.26805)  0.01
C (-2.04441, -1.75956, 1.42033)  0.02
H (2.16587, -0.45290, -1.13475)  0.00
H (1.92559, 1.99915, 2.42524)  0.00
H (2.40893, -0.52848, 3.20206)  0.00
H (-3.05640, -1.45025, 1.35410)  0.00
H (0.75436, -3.04169, 0.12883)  0.00
H (-1.68636, -2.10271, 3.58209)  0.00
Mo (0.03316, -0.07764, 1.13676)  1.78
C (-1.65329, -1.92754, -1.18490)  0.00
C (-3.17276, -1.87317, -1.25203)  0.00
C (-1.10869, -3.14412, -1.94262)  0.00
H (-3.55263, -2.83054, -0.89533)  0.00
H (-3.55569, -1.76511, -2.26214)  0.00
H (-3.57473, -1.11092, -0.59468)  0.00
H (-1.51752, -4.08752, -1.56552)  0.00
H (-0.01345, -3.19865, -1.87150)  0.00
H (-1.34282, -3.08446, -3.01862)  0.00
C (-0.84184, -0.69022, -1.76829)  0.02
C (-1.44071, 0.71649, -1.51888)  0.01
H (-0.61304, -0.84114, -2.83658)  0.00
H (0.16940, -0.71319, -1.28176)  0.01
O (-1.68314, 1.01212, -0.31350)  0.02
N (-1.44207, 1.56037, -2.61094)  0.00
C (-0.28598, 2.44214, -2.92224)  0.00
H (-2.36646, 1.95246, -2.86006)  0.00
C (0.99680, 1.72454, -3.30827)  0.00
C (2.22983, 2.28007, -2.92361)  0.00
H (2.24837, 3.22188, -2.37010)  0.00
C (3.42639, 1.62684, -3.22853)  0.00
H (4.38494, 2.07364, -2.95287)  0.00
C (3.40416, 0.38281, -3.87989)  0.00
H (4.33874, -0.15748, -4.08643)  0.00
C (2.16756, -0.15168, -4.29201)  0.00
H (2.12168, -1.14517, -4.75868)  0.00
C (0.98150, 0.58987, -4.12393)  0.00
H (0.03196, 0.28555, -4.58531)  0.00
H (-0.08757, 3.03296, -1.99777)  0.00
H (-0.56565, 3.09796, -3.77529)  0.00
Cl (0.59470, -1.02884, 4.79459)  0.00
C (-0.33899, 0.39761, 4.49811)  0.00
C (-0.67056, 0.80028, 3.20327)  -0.02
C (-1.12032, 2.10616, 3.04388)  0.01
Cl (-0.64863, 3.04998, 1.62786)  0.02
C (-1.68752, 2.81245, 4.14101)  0.00
Cl (-2.72717, 4.14163, 3.81902)  0.00
C (-1.39250, 2.39895, 5.46464)  0.01
Cl (-2.02839, 3.27496, 6.79521)  0.00
C (-0.64921, 1.20734, 5.62874)  0.00
Cl (-0.25664, 0.70001, 7.19495)  0.00

[4]
Density functional theory data (the ωB97M-V functional and the def2-TZVPD basis) for a 2-piece molecular cluster, C28H25F2N2O2 overall.

Calculated values
* 2S+1: 1
* HOMO energy: -11.84 eV
* charge: +1
* Kohn-Sham gap: 6.424 eV
* E_tot: -41944.6959 eV

Last column: Mulliken charge in e.
Atoms and positions in Å:
F (-3.04819, 5.62568, 2.01085)  -0.29
C (-3.13329, 4.26035, 1.86739)  0.18
C (-4.39925, 3.67118, 1.83387)  -0.54
C (-4.47446, 2.27906, 1.65902)  -0.48
C (-3.32694, 1.52077, 1.48517)  -0.54
C (-2.04352, 2.13389, 1.49714)  0.39
C (-0.88304, 1.37740, 1.20668)  0.51
C (0.41881, 1.87460, 1.33828)  -1.34
C (1.40115, 1.74580, 0.37456)  1.21
C (2.55919, 2.60308, 0.36953)  0.76
C (3.01382, 3.17097, 1.59100)  -0.52
C (4.06336, 4.07426, 1.56500)  0.11
F (4.44638, 4.66019, 2.74709)  -0.31
C (4.73429, 4.43249, 0.39598)  -0.50
C (4.29509, 3.86142, -0.80884)  -0.67
C (3.22950, 2.96866, -0.83169)  -0.49
C (-1.96006, 3.53659, 1.74277)  -0.52
H (-5.28951, 4.28557, 1.93916)  0.45
H (-5.44992, 1.79223, 1.65176)  0.41
H (-3.37410, 0.44354, 1.31483)  0.44
H (-1.02857, 0.36540, 0.83650)  0.04
H (0.63389, 2.44082, 2.25054)  0.42
H (1.22620, 1.06589, -0.48065)  0.17
H (2.53412, 2.91010, 2.53047)  0.53
H (5.55771, 5.14062, 0.42806)  0.46
H (4.78609, 4.13188, -1.74394)  0.41
H (2.84695, 2.58401, -1.78189)  0.39
H (-0.98624, 4.02559, 1.78053)  0.52
O (-1.84160, -1.37896, 0.00125)  -0.76
C (-1.52886, -2.57313, 0.01978)  0.43
C (-2.39670, -3.74546, -0.18569)  0.33
C (-1.59191, -4.84977, -0.41602)  0.06
C (-2.14422, -6.07329, -0.76316)  -0.47
C (-3.54333, -6.16645, -0.83546)  -0.46
C (-4.35664, -5.04300, -0.58544)  -0.57
C (-3.78056, -3.80349, -0.27717)  -0.36
C (-0.17040, -4.43080, -0.30201)  0.24
O (0.85483, -5.04998, -0.54629)  -0.61
N (-0.23852, -3.08223, 0.12983)  0.29
C (0.95974, -2.23077, 0.31372)  -1.10
C (1.40429, -1.57538, -0.97435)  0.28
C (2.88967, -1.24398, -1.11934)  -1.03
C (2.90430, -0.27622, -2.32233)  -0.52
C (1.44163, 0.13867, -2.55098)  -0.84
N (0.79058, -0.28454, -1.28096)  -0.12
H (-1.48327, -6.91564, -0.96061)  0.48
H (-4.01563, -7.11701, -1.09016)  0.40
H (-5.44170, -5.14243, -0.63947)  0.40
H (-4.36182, -2.90142, -0.09526)  0.45
H (0.72679, -1.48250, 1.08128)  0.16
H (1.74807, -2.90296, 0.66502)  0.38
H (1.15169, -2.26065, -1.80506)  0.37
H (3.24731, -0.74268, -0.20786)  0.32
H (3.49521, -2.14182, -1.26676)  0.47
H (3.54186, 0.58765, -2.11235)  0.21
H (3.29878, -0.76962, -3.21294)  0.44
H (1.30938, 1.21220, -2.71573)  0.45
H (1.01309, -0.41417, -3.40151)  0.40
H (-0.23151, -0.32217, -1.31314)  0.10

Let's list F_max in order: 0.0248 0.0435 0.0752 0.0399 Eh/bohr.